14 unconnected molecules or ions with the total composition C50H140N16O14 at a distorted geometry. Source: OMol25; level of theory: ωB97M-V with the def2-TZVPD basis set.

As for the multiplicity: 1. The LUMO energy is 0.2 eV. The value obtained for the molecular weight is 1189.77 g/mol. The value obtained for the electronic energy is -3918.03029 Ha. The calculation puts the highest occupied orbital energy at -0.328 hartree. For the frontier orbital gap, the calculation gives 9.14 eV. As for the largest force on an atom: 5.47 eV/Å.

Each line ends with the Mulliken charge.
Positions of all 220 atoms, in Å:
1 C 3.19002 9.82477 4.73603  -1.414
2 C 1.86831 9.95551 5.38694  0.511
3 C 1.61736 11.37515 5.92800  -0.741
4 O 2.51230 11.60925 6.98826  -0.322
5 C 2.00039 12.66004 7.78032  -0.767
6 N 0.96097 9.81738 4.29215  -0.757
7 H 3.37443 10.61708 4.01055  0.302
8 H 3.33621 8.82520 4.32667  0.413
9 H 3.98777 9.97757 5.46291  0.331
10 H 1.73318 9.19642 6.15741  0.263
11 H 0.57873 11.41839 6.25580  0.422
12 H 1.59236 12.17824 5.19144  0.319
13 H 2.85820 12.89200 8.41155  0.256
14 H 1.20075 12.22227 8.37783  0.324
15 H 1.79293 13.57947 7.23286  0.308
16 H 1.29244 9.08861 3.67641  0.276
17 H 0.97617 10.62491 3.68574  0.275
18 C -2.08035 -0.02507 9.70220  -1.316
19 C -0.65714 0.46366 9.49043  0.346
20 C -0.35330 1.17056 8.12027  -0.726
21 O -1.05369 2.42749 8.08677  -0.283
22 C -1.35660 2.90383 6.79463  -0.797
23 N -0.24229 1.34135 10.61298  -0.766
24 H -2.72653 0.85229 9.73044  0.256
25 H -2.22297 -0.54736 10.64824  0.371
26 H -2.23184 -0.69046 8.85225  0.314
27 H -0.02336 -0.41359 9.62026  0.357
28 H -0.53052 0.53708 7.25113  0.405
29 H 0.72105 1.35027 8.08056  0.362
30 H -0.47025 3.25643 6.26721  0.309
31 H -1.96372 3.80474 6.88328  0.262
32 H -1.83087 2.19218 6.11881  0.310
33 H 0.67930 1.66052 10.35052  0.269
34 H -0.79564 2.17907 10.50284  0.327
35 C 5.00080 3.65281 -4.60089  -1.746
36 C 5.25528 4.51900 -5.85127  0.871
37 C 4.81027 3.80854 -7.18225  -0.710
38 O 5.98709 3.43316 -7.91529  -0.347
39 C 6.51772 4.51311 -8.67393  -0.762
40 N 4.53151 5.71106 -5.57046  -0.777
41 H 5.46960 2.67186 -4.52293  0.387
42 H 3.94682 3.51855 -4.35761  0.413
43 H 5.31733 4.15634 -3.68745  0.403
44 H 6.29631 4.83860 -5.89828  0.185
45 H 4.14209 4.42202 -7.78662  0.415
46 H 4.34536 2.86862 -6.88472  0.270
47 H 7.10562 4.18056 -9.52944  0.289
48 H 7.16955 5.22057 -8.16137  0.281
49 H 5.78404 5.18200 -9.12382  0.313
50 H 4.80087 6.29883 -6.34640  0.267
51 H 4.88029 6.16338 -4.73748  0.247
52 C -7.60741 -2.08476 5.09955  -1.300
53 C -6.23619 -2.31107 4.49312  0.456
54 C -5.94261 -3.88314 4.56262  -0.694
55 O -5.73957 -4.39212 5.83020  -0.291
56 C -5.35117 -5.69700 5.85200  -0.754
57 N -6.33464 -1.94936 3.02649  -0.716
58 H -8.32647 -2.80458 4.70848  0.311
59 H -7.95427 -1.11612 4.73963  0.385
60 H -7.64443 -2.06542 6.18874  0.308
61 H -5.48620 -1.75934 5.05987  0.312
62 H -5.05001 -3.96852 3.94289  0.300
63 H -6.76044 -4.38265 4.04325  0.337
64 H -5.31118 -6.02431 6.89092  0.260
65 H -4.32966 -5.82388 5.49349  0.304
66 H -6.04196 -6.37967 5.35715  0.316
67 H -6.61246 -0.98680 2.89841  0.245
68 H -5.41783 -1.95567 2.60278  0.221
69 C 1.06191 -3.72738 -1.07363  -1.405
70 C -0.20581 -2.94474 -0.65806  0.275
71 C -0.06109 -1.38051 -0.94301  -0.680
72 O -1.37654 -0.78654 -0.79066  -0.277
73 C -1.36825 0.58474 -1.23178  -0.780
74 N -1.35463 -3.49191 -1.39408  -0.717
75 H 1.20194 -3.55454 -2.14069  0.345
76 H 0.92572 -4.79736 -0.91651  0.358
77 H 1.84987 -3.46383 -0.36811  0.366
78 H -0.37783 -3.14882 0.39876  0.320
79 H 0.31212 -1.18030 -1.94736  0.345
80 H 0.73371 -1.00304 -0.29964  0.382
81 H -2.38979 0.96479 -1.22148  0.245
82 H -0.97689 0.74929 -2.23570  0.326
83 H -0.70987 1.18813 -0.60684  0.311
84 H -1.15260 -3.32380 -2.36929  0.250
85 H -2.07925 -2.80584 -1.23812  0.337
86 C -7.59865 -0.79997 -10.43203  -1.229
87 C -7.91004 0.43936 -9.58738  0.233
88 C -6.65559 1.12712 -9.01714  -0.773
89 O -5.82320 0.26338 -8.23854  -0.368
90 C -6.49805 -0.25770 -7.10823  -0.704
91 N -8.65927 1.38355 -10.46581  -0.688
92 H -8.51582 -1.29418 -10.75243  0.377
93 H -7.12227 -1.41293 -9.66689  0.276
94 H -7.00574 -0.60597 -11.32584  0.349
95 H -8.51312 0.29785 -8.69052  0.384
96 H -7.00857 2.06853 -8.59616  0.427
97 H -6.13937 1.46539 -9.91559  0.382
98 H -7.11549 0.54077 -6.69675  0.318
99 H -5.81274 -0.53424 -6.30700  0.248
100 H -7.14932 -1.07373 -7.42136  0.247
101 H -8.68205 2.27574 -9.99296  0.240
102 H -8.18527 1.40071 -11.35752  0.281
103 C -2.73644 9.78683 -5.14157  -1.458
104 C -2.02082 10.83413 -4.23922  0.431
105 C -2.11036 10.59943 -2.66444  -0.719
106 O -1.31717 11.53267 -1.89151  -0.363
107 C -1.95077 12.84379 -1.90045  -0.694
108 N -0.58297 10.88543 -4.53225  -0.720
109 H -2.72981 10.09747 -6.18635  0.361
110 H -3.79468 9.55455 -5.02211  0.370
111 H -2.26208 8.80886 -5.22312  0.331
112 H -2.38104 11.84770 -4.41532  0.272
113 H -1.83790 9.59067 -2.35421  0.398
114 H -3.18483 10.52352 -2.49757  0.329
115 H -1.74486 13.32906 -2.85450  0.292
116 H -1.38782 13.43303 -1.17661  0.268
117 H -3.01386 12.84447 -1.65972  0.304
118 H -0.15849 11.50151 -3.85374  0.316
119 H -0.18713 10.00051 -4.24881  0.285
120 C 9.26311 3.70819 4.65185  -1.325
121 C 9.00126 2.43969 5.51292  0.334
122 C 9.32871 1.11242 4.76310  -0.718
123 O 8.52939 0.98388 3.61122  -0.326
124 C 8.95695 -0.10170 2.74872  -0.708
125 N 9.83423 2.40358 6.74084  -0.707
126 H 10.33725 3.85117 4.53401  0.304
127 H 8.81385 4.57713 5.13267  0.391
128 H 8.76499 3.63275 3.68528  0.325
129 H 7.92056 2.43804 5.65499  0.287
130 H 9.00486 0.29456 5.40678  0.376
131 H 10.41584 1.09889 4.68518  0.347
132 H 9.17745 -1.01235 3.30566  0.298
133 H 9.84590 0.22528 2.20933  0.291
134 H 8.19623 -0.27702 1.98802  0.244
135 H 9.60921 3.34402 7.03247  0.306
136 H 10.81193 2.37435 6.48917  0.282
137 C -7.64346 7.35895 1.89371  -1.243
138 C -9.08782 7.17141 1.37546  0.469
139 C -9.53645 5.70964 1.04993  -0.726
140 O -8.71336 4.99751 0.13422  -0.347
141 C -8.51687 5.58246 -1.20478  -0.618
142 N -9.87456 7.77591 2.36872  -0.710
143 H -7.47028 7.06574 2.92915  0.326
144 H -7.30991 8.39155 1.79083  0.329
145 H -6.86191 6.85928 1.32135  0.331
146 H -9.08753 7.72098 0.43415  0.223
147 H -10.58632 5.62686 0.76883  0.352
148 H -9.48846 5.26448 2.04372  0.314
149 H -7.83051 5.03946 -1.85451  0.255
150 H -8.36959 6.65476 -1.07592  0.241
151 H -9.43298 5.37757 -1.75871  0.278
152 H -10.82208 7.84054 2.02502  0.250
153 H -10.00509 7.23239 3.20993  0.275
154 C -3.55155 -8.30204 -6.91635  -1.289
155 C -2.29323 -8.13924 -7.80452  0.504
156 C -1.13104 -7.36521 -7.05964  -0.728
157 O -1.46281 -5.94472 -6.91666  -0.350
158 C -1.42310 -5.31567 -8.14401  -0.783
159 N -1.86578 -9.46667 -8.21778  -0.693
160 H -4.02364 -7.32165 -6.98008  0.290
161 H -3.21282 -8.55389 -5.91140  0.317
162 H -4.25252 -9.04955 -7.28784  0.392
163 H -2.69938 -7.68599 -8.70879  0.289
164 H -0.15457 -7.34603 -7.54360  0.393
165 H -1.07720 -7.79745 -6.06046  0.335
166 H -0.75081 -5.80958 -8.84556  0.368
167 H -0.99199 -4.33590 -7.93841  0.255
168 H -2.39688 -5.40275 -8.62596  0.259
169 H -1.14916 -9.52845 -8.92682  0.217
170 H -1.60284 -10.02365 -7.41733  0.223
171 C 8.93015 -9.80810 -6.95082  -1.513
172 C 8.93995 -8.61805 -6.04292  0.611
173 C 7.77203 -7.65114 -6.22750  -0.673
174 O 8.15214 -6.31746 -5.76428  -0.360
175 C 7.26478 -5.31813 -6.25278  -0.757
176 N 8.95158 -9.03881 -4.67747  -0.672
177 H 9.82668 -10.42662 -6.90871  0.417
178 H 9.06333 -9.50933 -7.99057  0.375
179 H 8.08613 -10.48918 -6.84199  0.316
180 H 9.85097 -8.07207 -6.28795  0.195
181 H 6.89104 -7.98808 -5.68121  0.270
182 H 7.50351 -7.54891 -7.27895  0.413
183 H 7.33997 -4.43084 -5.62414  0.263
184 H 6.22670 -5.63398 -6.35637  0.328
185 H 7.56725 -4.97338 -7.24159  0.288
186 H 9.67843 -9.70919 -4.47161  0.255
187 H 8.09114 -9.51861 -4.45491  0.246
188 C 3.62238 -5.84004 7.28466  -1.396
189 C 3.39795 -7.24664 7.84653  0.448
190 C 3.00366 -7.13885 9.37516  -0.638
191 O 4.21803 -6.63776 9.99503  -0.299
192 C 4.09785 -6.52880 11.42184  -0.784
193 N 2.29583 -7.89386 7.17635  -0.711
194 H 3.86106 -5.99067 6.23185  0.378
195 H 4.46542 -5.32755 7.74804  0.350
196 H 2.81818 -5.10931 7.37080  0.308
197 H 4.30195 -7.81443 7.62628  0.244
198 H 2.85894 -8.17872 9.66814  0.342
199 H 2.04886 -6.64891 9.56599  0.369
200 H 3.91026 -7.44145 11.98752  0.293
201 H 3.31926 -5.79525 11.63114  0.326
202 H 5.01382 -6.08728 11.81448  0.258
203 H 2.04024 -8.74966 7.64794  0.257
204 H 1.45453 -7.33528 7.19315  0.254
205 C 4.69986 -10.68445 0.97274  0.641
206 O 5.18268 -11.42541 0.12643  -0.671
207 N 3.56751 -10.94865 1.50821  -0.378
208 N 5.33207 -9.67726 1.53291  -0.380
209 H 3.15269 -10.44322 2.27800  0.169
210 H 3.12676 -11.77461 1.12924  0.221
211 H 4.81540 -9.25612 2.29173  0.168
212 H 6.33735 -9.58217 1.55409  0.231
213 C -5.93918 -8.92933 -0.33571  0.669
214 O -6.53972 -10.02761 -0.20114  -0.698
215 N -6.43027 -7.81139 -0.74178  -0.397
216 N -4.70436 -8.76504 0.00799  -0.387
217 H -7.42979 -7.87977 -0.86983  0.241
218 H -5.90114 -6.95801 -0.63297  0.187
219 H -4.17801 -9.60558 0.19921  0.227
220 H -4.27597 -7.86442 -0.15159  0.157